No. 1
A structure of composition C13H31CdIN4O5 at a distorted geometry. Source: the OMol25 dataset; level of theory: ωB97M-V/def2-TZVPD.

```
55
Properties=species:S:1:pos:R:3
Cd 24.5629 28.7940 -19.2516
C 26.0753 30.2452 -22.0212
O 25.1515 29.6519 -21.1585
H 26.4671 29.6025 -22.8096
H 25.5590 30.9832 -22.6352
H 26.9365 30.7446 -21.5774
I 23.9208 27.3347 -16.8857
C 23.0865 32.7148 -19.4627
C 22.4926 31.3227 -19.0379
O 23.2301 30.3834 -19.0571
N 21.2403 31.2611 -18.5620
C 20.6574 30.2132 -17.6602
H 23.4258 33.3192 -18.6215
H 22.1822 33.1890 -19.8442
H 23.8515 32.5484 -20.2211
H 20.7399 32.1380 -18.5891
H 21.4660 29.9912 -16.9638
H 20.3381 29.2932 -18.1498
H 19.8397 30.6385 -17.0783
C 27.0600 31.9382 -18.6492
C 26.2650 30.9745 -17.8334
O 26.0710 29.8067 -18.1669
N 25.7046 31.5127 -16.7432
C 25.1568 30.8018 -15.6636
H 27.2229 32.8566 -18.0851
H 26.5757 32.1418 -19.6042
H 27.9960 31.3834 -18.7131
H 25.8131 32.4838 -16.4876
H 24.3517 30.0854 -15.8266
H 24.8723 31.4214 -14.8131
H 25.8798 30.1566 -15.1646
C 20.9848 26.9391 -19.7464
C 21.9330 27.4216 -20.7449
O 22.9177 28.0115 -20.2474
N 21.7653 27.2548 -22.0964
C 22.7969 27.5933 -23.0188
H 21.4407 27.0026 -18.7584
H 20.6403 25.9145 -19.8869
H 20.0435 27.4789 -19.8491
H 20.9317 26.7835 -22.4174
H 22.4823 28.5459 -23.4449
H 22.9222 26.8084 -23.7648
H 23.8065 27.5950 -22.6080
C 25.3312 25.2438 -21.3924
C 26.0705 26.0327 -20.3933
O 25.5339 27.0825 -19.9785
N 27.2802 25.6564 -20.0382
C 27.8350 26.0265 -18.8066
H 25.2964 25.4206 -22.4673
H 24.2808 25.1218 -21.1284
H 25.6570 24.2038 -21.3686
H 27.8086 25.0514 -20.6503
H 28.6698 25.3404 -18.6640
H 27.2677 25.9510 -17.8789
H 28.3012 26.9992 -18.9630
```

- E: -1574.577048 Ha
- 2S+1: 1
- Frontier orbital gap: 6.95 eV
- Highest occupied orbital energy: -0.23492 Eh
- Charge: 0
- Largest force on an atom: 4.428 eV Å⁻¹

***

No. 2
A structure of composition C16H18N4O3 at a distorted geometry. Source: the OMol25 dataset; level of theory: ωB97M-V/def2-TZVPD.

```
41
Properties=species:S:1:pos:R:3
C -1.5807 -2.4891 -0.8677
C -0.3038 -2.4080 -1.8839
O -0.5129 -1.7889 -3.0919
C -0.8046 -0.3349 -2.9899
C -1.3708 0.2519 -4.1511
C -1.8921 1.4877 -4.1466
C -1.6887 2.4384 -3.0830
C -0.7535 1.8929 -2.1052
C -0.3580 0.5485 -1.9143
O 0.2306 0.2124 -0.8882
H 0.3709 0.7442 -0.1736
C -0.4493 2.8229 -1.0132
N 0.0877 2.8115 -0.0529
N 0.2077 3.4853 0.9454
C 1.0284 3.3309 2.0763
O 1.0916 4.2451 2.9953
C 1.1226 2.0345 2.3097
N 2.3391 1.4818 2.6951
N 2.3007 -0.0036 2.6176
C 0.9223 -0.3708 2.5946
C 0.3761 0.8188 2.2537
H -0.8641 0.7799 2.2257
C 0.5683 -1.8446 2.5805
C 1.4013 -2.8402 2.1290
C 1.5205 -2.8733 3.3823
H 2.0573 -2.3728 4.0284
H 0.6680 -3.2832 3.9119
H 2.5117 -2.6442 1.5719
H 1.0180 -3.5668 1.5622
H -0.5295 -1.8275 2.3711
H 3.1402 -0.5552 2.9207
H 0.1254 4.5789 0.7301
H -0.9456 3.8875 -1.3130
H -1.8396 3.4709 -3.3219
H -2.3849 1.7745 -5.0730
H -1.7620 -0.8666 -4.8206
H 0.7416 -1.9885 -1.2782
H -0.2140 -3.4302 -1.9844
H -1.7285 -1.5462 -0.4267
H -1.3323 -3.2868 0.1211
H -2.5152 -2.7772 -1.4433
```

- E: -1064.673732 Ha
- 2S+1: 1
- Frontier orbital gap: 8.17 eV
- Highest occupied orbital energy: -0.30677 Eh
- Charge: 0
- Largest force on an atom: 19.286 eV Å⁻¹

***

No. 3
A structure of composition C28H25BrSiTc at a distorted geometry. Source: the OMol25 dataset; level of theory: ωB97M-V/def2-TZVPD.

```
56
Properties=species:S:1:pos:R:3
C 2.0831 3.8356 -1.4698
C 3.0105 2.9867 -0.7760
C 2.8772 1.6622 -1.3101
H 3.6853 3.3080 0.0032
C 1.8623 1.6961 -2.3435
C 1.3649 3.0290 -2.4238
H 0.5762 3.3669 -3.0821
H 1.9595 4.9014 -1.3116
H 3.4310 0.7843 -1.0061
H 1.5171 0.8589 -2.9345
Tc 0.9866 2.3185 -0.4591
Br 1.8784 1.0761 1.6942
C -1.6270 2.7349 1.3461
C -1.6395 2.8636 -0.0698
C -0.5733 3.7542 -0.4609
H -2.3456 2.4062 -0.7555
C 0.1992 4.0628 0.7605
C -0.5380 3.4934 1.8619
H -0.2889 3.6166 2.9059
H -2.2948 2.1200 1.9373
H -0.5247 4.3336 -1.3707
H 0.9157 4.8775 0.8531
C -4.1287 -1.8437 -1.3315
C -4.0207 -0.8267 -0.3663
C -2.7667 -0.2987 -0.0530
C -1.6017 -0.7850 -0.6701
C -1.7212 -1.7579 -1.6621
C -2.9828 -2.2890 -1.9923
Si 0.1022 -0.3914 0.2168
C -0.3353 -1.2818 1.8268
C -0.7165 -0.5837 2.9886
C -1.3059 -1.2619 4.0606
C -1.5325 -2.6371 3.9835
C -1.1302 -3.3421 2.8460
C -0.5162 -2.6689 1.7764
C 1.4090 -1.4255 -0.5889
C 2.3832 -2.0444 0.2070
C 3.3964 -2.8122 -0.3806
C 3.4181 -3.0053 -1.7631
C 2.4493 -2.3965 -2.5633
C 1.4763 -1.5778 -1.9861
H -5.1095 -2.2736 -1.5680
H -4.9098 -0.4418 0.1370
H -2.6977 0.4771 0.7075
H -0.8510 -2.1433 -2.1748
H -3.0522 -3.0543 -2.7756
H -0.5665 0.4979 3.0587
H -1.5920 -0.7008 4.9503
H -2.0168 -3.1596 4.8082
H -1.2951 -4.4192 2.7722
H -0.2227 -3.2382 0.8890
H 2.3669 -1.9192 1.2947
H 4.1622 -3.2562 0.2552
H 4.1933 -3.6205 -2.2161
H 2.4448 -2.5427 -3.6443
H 0.7548 -1.0625 -2.6311
```

- E: -4026.176303 Ha
- 2S+1: 4
- Frontier orbital gap (spin up / spin down): 6.06 / 6.21 eV
- Highest occupied orbital energy (spin up / spin down): -0.22037 / -0.27458 Eh
- Charge: 0
- Largest force on an atom: 4.589 eV Å⁻¹

***

No. 4
A cluster of 2 separate species, C4H8N2 in total. Source: the OMol25 dataset; level of theory: ωB97M-V/def2-TZVPD.

```
14
Properties=species:S:1:pos:R:3
C 0.4703 -1.4640 -0.3341
N -0.8754 0.1585 -0.9221
N -0.9414 0.9682 -2.0165
C -0.7905 0.8045 0.2549
C 0.7408 0.1894 2.2287
C -0.0786 0.1534 1.1994
H -0.2484 1.7047 -2.1038
H -1.0803 0.4457 -2.8678
H -1.3381 1.7378 0.3867
H 0.1235 -1.8730 -1.2726
H 1.4790 -1.0719 -0.3717
H 0.2946 -2.1353 0.4967
H 0.9500 -0.7023 2.8150
H 1.2946 1.0842 2.5071
```

- E: -266.499069 Ha
- 2S+1: 1
- Frontier orbital gap (spin up / spin down): 8.21 / 8.21 eV
- Highest occupied orbital energy (spin up / spin down): -0.28614 / -0.28614 Eh
- Charge: 0
- Largest force on an atom: 0.454 eV Å⁻¹

***

No. 5
A cluster of 11 separate species, C30H74N8O14 in total at a distorted geometry. Source: the OMol25 dataset; level of theory: ωB97M-V/def2-TZVPD.

```
126
Properties=species:S:1:pos:R:3
C 4.0413 7.6591 16.5141
C 4.2015 9.1637 16.6540
O 4.3908 9.4070 18.0840
O 5.2399 6.9000 16.7141
H 3.6810 7.3959 15.4359
H 3.2502 7.3507 17.1723
H 3.3267 9.6258 16.2967
H 5.0780 9.5254 16.0454
H 5.1111 8.7415 18.2142
H 5.7536 7.0107 15.9190
C 8.4313 12.8607 21.9649
C 8.6347 11.9756 23.1693
O 7.6503 12.2405 24.2370
O 7.3264 12.5075 21.1684
H 9.2987 12.8174 21.2860
H 8.4043 13.9104 22.2537
H 9.6849 12.1608 23.5712
H 8.6047 10.8991 22.9252
H 6.8482 11.6882 24.0609
H 6.6601 12.0908 21.7083
C 7.4972 9.3576 19.6286
C 8.9555 9.1302 20.1015
O 9.9019 8.9032 19.0446
O 6.6489 8.1796 19.4166
H 7.5136 10.0465 18.7381
H 7.0404 9.8939 20.4285
H 8.9871 8.3287 20.8582
H 9.2840 9.9849 20.6904
H 9.6535 8.0771 18.5835
H 7.2287 7.4697 19.0302
C 7.6417 8.1593 13.5826
O 6.9887 7.5656 14.4867
N 8.9731 8.5485 13.6924
C 9.6771 8.2666 14.8725
C 9.5921 9.2710 12.6058
H 7.2338 8.4791 12.6433
H 10.3364 7.4452 14.7415
H 8.8875 8.1520 15.6363
H 10.2126 9.1396 15.2859
H 10.2477 8.6219 12.0170
H 8.8509 9.7199 11.9311
H 10.2675 10.0708 12.8804
C 10.3867 2.8903 19.1729
O 10.9208 3.6757 18.4432
N 9.7869 3.2058 20.3980
C 8.8757 2.2745 21.0790
C 9.7753 4.5949 20.8995
H 10.2465 1.8218 18.9718
H 7.7896 2.4213 20.9365
H 9.1428 2.3110 22.0963
H 9.1014 1.2539 20.7617
H 10.0002 4.5941 21.9627
H 10.5702 5.0988 20.3738
H 8.8222 5.1065 20.7085
C 9.3953 11.6557 16.6834
O 10.3703 11.3800 15.9995
N 8.1762 11.9779 16.2677
C 7.8631 12.0757 14.9108
C 6.9383 12.0927 17.0763
H 9.4962 11.6157 17.7800
H 7.4159 13.0360 14.6485
H 7.1414 11.3292 14.6898
H 8.7696 11.8966 14.4005
H 6.3186 12.8479 16.6393
H 6.3218 11.0775 16.9037
H 7.0144 12.3746 18.1532
C 8.8309 5.7413 17.3214
O 8.6612 6.4393 18.3041
N 8.1087 4.6663 17.0287
C 8.4902 3.9043 15.8719
C 7.1592 4.0177 18.0218
H 9.6772 5.8730 16.6890
H 9.4660 4.3052 15.5778
H 7.7981 3.9693 15.0498
H 8.7864 2.8051 16.0145
H 6.6347 4.7672 18.6010
H 6.4918 3.3569 17.4936
H 7.7325 3.2983 18.7020
C 13.8826 12.5552 20.5166
O 14.5996 12.8076 21.4479
N 12.6328 12.8809 20.4548
C 11.7748 12.5505 19.3664
C 12.1152 13.8492 21.4205
H 14.3316 11.9442 19.7460
H 11.4277 13.5079 18.9373
H 10.8737 12.0503 19.7902
H 12.1582 11.8092 18.7509
H 12.9976 14.3691 21.7867
H 11.3492 14.5528 21.0323
H 11.6542 13.3693 22.2746
C 4.5286 11.5126 22.0932
O 5.5081 10.9241 22.5219
N 3.4953 10.9644 21.5012
C 2.2974 11.7637 21.1449
C 3.5266 9.5675 21.0654
H 4.3538 12.5838 22.1856
H 2.4543 12.7405 21.6057
H 1.3559 11.3587 21.5653
H 2.2061 11.8020 20.0722
H 4.5993 9.2997 21.1010
H 3.0020 8.8502 21.6776
H 3.3277 9.6155 19.9921
C 11.9225 9.7724 21.6721
O 11.5412 10.8106 22.2276
N 12.4927 8.6598 22.3022
C 12.5672 7.3960 21.6726
C 12.5356 8.7515 23.7478
H 11.7888 9.5840 20.5892
H 11.7805 6.6333 21.9652
H 13.5105 6.9295 21.9165
H 12.4347 7.5596 20.5863
H 12.2711 9.7309 24.0725
H 11.8610 7.9918 24.1447
H 13.6152 8.5476 23.9238
C 5.7238 5.2474 21.5299
O 5.4726 4.1031 21.1866
N 6.2418 5.5900 22.7370
C 6.5283 7.0005 23.0010
C 6.4425 4.6520 23.8270
H 5.7300 6.0896 20.8566
H 6.7523 7.5283 22.0804
H 7.4525 7.0062 23.5454
H 5.7639 7.4533 23.5986
H 6.0719 3.7078 23.4944
H 7.5076 4.4955 24.0095
H 5.9416 4.9844 24.7679
```

- SMILES: CN(C)C=O.CN(C)C=O.CN(C)C=O.CN(C)C=O.CN(C)C=O.CN(C)C=O.CN(C)C=O.CN(C)C=O.OCCO.OCCO.OCCO
- E: -2678.790136 Ha
- 2S+1: 1
- Frontier orbital gap: 9.11 eV
- Highest occupied orbital energy: -0.31594 Eh
- Charge: 0
- Largest force on an atom: 3.828 eV Å⁻¹

***

No. 6
An isolated molecule of C4H9NO2. Source: the OMol25 dataset; level of theory: ωB97M-V/def2-TZVPD.

```
16
Properties=species:S:1:pos:R:3
C 2.1720 -0.3818 -1.1954
N 0.9780 -0.0276 -0.4697
C 0.9793 0.8271 0.4588
O -0.0867 1.1450 1.1947
C -1.4325 0.7798 0.7643
C -1.8565 -0.6752 0.5590
O -1.2559 -1.3420 -0.5027
H 2.3737 -1.4478 -1.0386
H 1.9945 -0.2396 -2.2658
H 3.0561 0.1956 -0.8964
H 1.8725 1.3858 0.7632
H -2.0619 1.1877 1.5617
H -1.6333 1.3146 -0.1709
H -1.8235 -1.2528 1.4996
H -2.9275 -0.5298 0.3339
H -0.3485 -0.9390 -0.5957
```

- SMILES: C/N=C/OCCO
- E: -363.010325 Ha
- 2S+1: 1
- Frontier orbital gap: 10.57 eV
- Highest occupied orbital energy: -0.35431 Eh
- Charge: 0
- Largest force on an atom: 0.532 eV Å⁻¹

***

We obtain energy relative to the best compared isomer or geometry (same formula, charge and spin) values of 47.5, 400.9, 0.0, 139.9, 13.3, 47.2 kcal/mol for the records listed above, in that order.